Computed, not measured: C24H37N2OTc as an isolated structure, with ωB97M-V with the def2-TZVPD basis set.

Output
DFT total energy ... -32706.145 eV
Highest occupied orbital energy (spin up / spin down) ... -10.37 / -10.11 eV

```
! wB97M-V def2-TZVPD RIJCOSX def2/J DEFGRID3
* xyz 1 2
Tc 0.474 -1.071 0.015
C -1.954 -2.392 -2.293
C -2.084 -1.578 -1.041
C -2.684 -0.317 -1.064
C -2.961 0.375 0.106
C -3.620 1.719 0.067
C -2.619 -0.199 1.330
C -2.021 -1.452 1.393
C -1.739 -2.115 2.709
C -1.752 -2.143 0.199
H -2.855 -2.993 -2.418
H -1.108 -3.073 -2.231
H -1.850 -1.760 -3.171
H -2.977 0.103 -2.017
H -4.514 1.724 0.686
H -3.902 1.994 -0.946
H -2.950 2.485 0.455
H -2.852 0.321 2.250
H -2.653 -2.565 3.096
H -1.387 -1.398 3.448
H -1.001 -2.907 2.592
H -1.490 -3.196 0.246
C 2.511 -1.654 2.532
O 3.098 -0.938 1.459
C 2.373 -0.618 0.406
C 3.191 0.208 -0.546
H 2.846 -2.692 2.512
H 1.413 -1.617 2.456
H 2.850 -1.182 3.455
H 3.928 0.808 -0.016
H 2.555 0.848 -1.156
H 3.722 -0.475 -1.210
C -0.326 3.683 2.395
C 0.668 3.570 1.242
N 0.054 3.342 -0.057
C -0.345 4.532 -0.788
C 0.817 5.233 -1.493
C -0.075 2.095 -0.543
C -0.341 1.909 -2.004
N 0.028 1.043 0.204
H 0.222 3.880 3.312
H -0.904 2.770 2.527
H -1.018 4.504 2.229
H 1.383 2.764 1.433
H 1.243 4.496 1.170
H -0.791 5.219 -0.063
H -1.118 4.274 -1.512
H 1.613 5.466 -0.790
H 0.475 6.168 -1.929
H 1.233 4.618 -2.288
H 0.322 2.533 -2.599
H -1.369 2.170 -2.252
H -0.179 0.862 -2.260
H 0.147 1.269 1.187
C 2.258 -5.464 -1.269
C 2.240 -4.418 -2.177
C 1.746 -3.183 -1.785
C 1.254 -2.947 -0.500
C 1.288 -4.026 0.388
C 1.770 -5.268 0.011
H 2.643 -6.433 -1.548
H 2.631 -4.556 -3.176
H 1.738 -2.368 -2.503
H 0.929 -3.912 1.408
H 1.776 -6.076 0.729
*
```

Atomic partial charges in e from the natural (NBO) method, atoms 1 to 6: 0.7903, -0.6469, -0.0176, -0.1745, 0.0292, -0.6409

---

Computed, not measured: one molecule with the formula C2H6NS, with ωB97M-V with the def2-TZVPD basis set.

Output
DFT total energy ... -14494.821 eV
Highest occupied orbital energy (spin up / spin down) ... -9.42 / -9.07 eV

```
! wB97M-V def2-TZVPD RIJCOSX def2/J DEFGRID3
* xyz 0 2
C 0.057 -0.302 0.645
C -0.950 0.249 -0.400
S -0.843 -0.579 -2.003
N 1.506 0.023 0.297
H -0.070 -1.426 0.751
H -0.281 -0.122 1.701
H -0.706 1.296 -0.562
H -1.991 0.197 0.027
H 1.611 1.058 0.101
H 1.668 -0.393 -0.556
*
```

Atomic partial charges in e from the natural (NBO) method, atoms 1 to 6: -0.2489, -0.6131, 0.1150, -0.8177, 0.1979, 0.2070

---

Computed, not measured: a 12-piece molecular cluster, C5H34NO12 overall, with ωB97M-V with the def2-TZVPD basis set.

Output
DFT total energy ... -31798.507 eV
Highest occupied orbital energy ... -6.07 eV

```
! wB97M-V def2-TZVPD RIJCOSX def2/J DEFGRID3
* xyz -1 1
C 3.403 -0.254 -0.703
C 1.975 0.079 -0.147
N 1.544 1.470 -0.005
C 1.952 2.320 -1.146
C 1.544 2.201 1.254
C 0.278 3.084 1.295
O -0.781 2.116 1.291
H 4.033 -0.538 0.144
H 3.921 0.608 -1.121
H 3.277 -1.113 -1.352
H 1.210 -0.297 -0.829
H 2.022 -0.356 0.852
H 1.614 1.771 -2.019
H 3.032 2.505 -1.070
H 1.543 3.315 -0.990
H 1.535 1.600 2.159
H 2.420 2.876 1.301
H 0.161 3.709 0.416
H 0.321 3.593 2.253
H 0.115 -0.486 -3.914
H 0.223 -1.687 -2.998
O 0.366 -1.426 -3.926
H -0.772 0.368 2.047
H -1.075 -1.026 2.577
O -0.450 -0.266 2.693
H -0.943 -3.955 0.757
H -1.924 -2.714 0.560
O -1.650 -3.628 0.189
H -2.973 -1.781 1.796
H -3.312 1.302 1.021
O -2.194 -1.405 1.361
H 1.227 -2.312 1.963
H -0.257 -2.256 2.169
O 0.479 -2.894 2.147
H -0.337 -3.256 -1.157
H 0.095 -2.029 -0.440
O 0.216 -2.459 -1.294
H -1.158 1.715 -3.289
H -1.840 0.655 -3.985
O -0.962 1.066 -3.992
H 1.247 0.101 3.444
H 1.863 -1.291 4.053
O 2.016 -0.395 3.758
H -2.329 -2.560 -1.683
H -3.534 -1.576 -1.420
O -2.775 -1.753 -1.956
H -3.199 -0.178 0.860
H -0.560 1.501 0.569
O -3.644 0.619 0.429
H -2.931 1.225 -1.272
H -1.756 2.257 -0.988
O -2.278 1.834 -1.662
*
```

Atomic partial charges in e from the natural (NBO) method, atoms 1 to 6: -0.6439, -0.2254, -0.4806, -0.4170, -0.2307, -0.0709